DFT (ωB97M-V/def2-TZVPD) results for a molecular structure, C52H38Cl5EuN2OP2S2.

Values from the calculation:
net charge	+1
strongest force on any atom	1.89	eV/A
LUMO energy (spin up / spin down)	-2.444 / -2.444	eV
<S²>	15.7600
E	-181752.57945	eV
orbital gap (spin up / spin down)	5.96 / 6.90	eV
spin multiplicity	8

```
103
Properties=species:S:1:pos:R:3:lowdin_spin:R:1
C -5.140 2.349 0.119 0.00
C -3.722 -2.375 -5.793 0.00
H 2.337 -2.388 -1.121 0.00
H -3.251 -1.016 2.272 0.00
H 4.485 -3.315 4.388 0.00
H 1.859 0.986 -3.266 0.00
H 4.564 -1.040 5.356 0.00
C 2.769 -2.920 -4.450 0.00
H 0.304 3.152 2.494 0.00
C 4.598 0.795 -1.298 0.00
C 3.405 -0.156 3.783 0.00
H -0.628 -2.668 -7.090 0.00
H 0.868 5.401 3.334 0.00
H 4.549 0.596 0.836 0.00
C -2.920 1.906 5.411 0.00
C 3.674 2.873 2.539 0.00
H -0.844 1.128 2.858 0.00
C 2.573 0.799 0.055 0.00
C 3.854 0.928 -2.459 0.00
C 1.855 0.883 -1.122 0.00
H -8.344 1.497 -0.570 0.00
C 4.205 -2.813 -2.085 0.00
H 3.237 6.037 3.653 0.00
H 5.031 4.408 3.152 0.00
C -2.584 -0.877 1.425 0.00
C -4.127 1.887 4.732 0.00
Cl -2.800 -2.352 0.447 0.00
C 2.465 0.951 -2.368 0.00
C -1.404 -2.578 -6.337 0.00
H -0.789 1.629 5.254 0.00
H -5.119 1.578 2.858 0.00
N 0.746 -2.492 -3.340 -0.01
Cl -2.785 0.108 -1.684 -0.01
H 3.452 0.830 4.226 0.00
H -5.048 2.103 5.256 0.00
C 0.313 -2.618 -4.561 0.00
C -6.476 2.493 -0.229 0.00
Eu -1.105 -2.132 -1.679 7.01
H 4.775 -2.772 -1.165 0.00
H 5.925 -3.230 -3.308 0.00
H -7.429 -0.752 -0.079 0.00
H 2.108 -1.829 1.145 0.00
H -1.557 -0.869 1.788 0.00
C -2.987 1.329 2.685 0.00
C -2.070 3.391 0.899 0.00
C -4.632 1.084 0.393 0.00
H -2.935 3.478 1.541 0.00
C -1.705 2.138 0.394 0.00
C 3.995 4.135 3.006 0.00
H -2.897 2.139 6.467 0.00
H -2.958 -2.541 -7.808 0.00
C 2.341 2.496 2.347 0.00
C 2.725 -0.363 2.588 0.00
H 5.677 0.733 -1.345 0.00
C -1.115 -2.528 -4.965 0.00
C 2.983 5.050 3.289 0.00
H 4.659 -3.319 -5.421 0.00
H -6.863 3.478 -0.452 0.00
O -0.150 -0.566 -0.382 -0.01
P 1.754 0.895 1.705 0.00
C 4.148 -3.121 -4.489 0.00
C -3.393 -2.321 -4.449 0.00
C -1.738 1.623 4.733 0.00
C 1.342 3.423 2.642 0.00
C -1.773 1.338 3.379 0.00
C -6.794 0.121 -0.020 0.00
C 0.561 -5.331 -0.811 0.01
C 3.954 0.728 -0.062 0.00
C 0.198 3.263 -0.614 0.00
H -4.512 3.227 0.152 0.00
C 1.658 4.696 3.110 0.00
S 0.104 0.675 -1.237 0.00
Cl 1.188 -7.244 -2.516 0.00
C 2.666 -1.656 2.063 0.00
C -4.165 1.590 3.371 0.00
C 3.991 -2.493 3.888 0.00
C -1.370 4.556 0.628 0.00
H 4.338 0.976 -3.425 0.00
Cl 3.009 -6.244 -0.524 0.00
N -0.024 -4.346 -0.779 0.00
C -5.459 -0.033 0.313 0.00
C 2.121 -2.665 -3.245 0.00
C 4.855 -3.069 -3.300 0.00
C 4.036 -1.217 4.429 0.00
H 1.110 3.221 -1.193 0.00
H -4.215 -2.196 -3.747 0.00
C 3.298 -2.710 2.700 0.00
C -0.521 2.102 -0.365 0.00
H 4.472 2.168 2.342 0.00
H -1.723 5.496 1.031 0.00
H -4.756 -2.309 -6.109 0.00
Cl 0.649 -7.707 0.288 0.00
C 2.841 -2.605 -2.053 0.00
H 3.248 -3.705 2.275 0.00
H 0.356 5.381 -0.348 0.00
C -0.224 4.493 -0.135 0.00
C -2.716 -2.504 -6.754 0.00
C -7.304 1.383 -0.295 0.00
S 1.594 -2.940 -5.725 0.00
C 1.334 -6.613 -0.900 0.00
C -2.078 -2.404 -3.956 -0.01
P -2.933 0.847 0.900 0.00
H -5.072 -1.027 0.489 0.00
```